(1)
# C11H13NO3

The molecule C11H13NO3 in a non-equilibrium geometry (ωB97M-V/def2-TZVPD, OMol25).

Last column: Löwdin charge in e.
Cartesian coordinates (Å):
C (-4.5055, 0.1414, -1.1421)  -0.046
C (-3.3655, -0.2122, -0.4255)  -0.508
O (-3.3249, -1.1842, 0.4234)  0.013
N (-2.1876, 0.5864, -0.6959)  0.082
H (-2.1570, 1.3880, -1.5793)  0.229
C (-0.8449, 0.4368, 0.0772)  -0.186
C (-0.6778, -0.9998, 0.4105)  -0.388
O (-0.6449, -2.0344, -0.7188)  -0.177
O (-0.4457, -1.4977, 1.4792)  0.258
H (-0.4948, -2.3732, 1.6535)  0.114
H (-0.8378, 0.6408, 1.1074)  0.134
C (0.4185, 0.7227, -0.8534)  -0.187
C (1.5924, 0.6603, -0.2795)  -0.219
C (2.3582, -0.6166, -0.5035)  -0.060
C (3.6038, -0.8644, -0.0371)  -0.026
C (4.0211, -0.0363, 1.3038)  0.035
C (3.1458, 1.1138, 1.6270)  -0.141
C (2.0318, 1.3305, 1.0497)  -0.045
H (1.3190, 1.9509, 1.2809)  0.051
H (3.5148, 1.5158, 2.6113)  0.119
H (4.9657, -0.3589, 1.6050)  0.045
H (4.2660, -1.7096, -0.0728)  0.076
H (2.0607, -1.2204, -1.3226)  0.089
H (0.2239, 1.9150, -0.7560)  0.172
H (0.3061, 0.1105, -1.9555)  0.217
H (-4.9307, 1.0450, -0.9030)  0.047
H (-4.1999, 0.3688, -2.3213)  0.154
H (-5.2108, -0.8190, -1.0625)  0.151

Structure (SMILES): CC(=O)N[C@H](Cc1ccccc1)C(=O)O
Multiplicity: 1
Relative energy (zero: lowest compared OMol25 entry of this formula, charge and spin) in kJ/mol: 991.0
Highest occupied orbital energy in eV: -8.21
Gap between HOMO and LUMO in eV: 8.20
Strongest force on any atom in Eh/bohr: 0.305

***

(2)
# C11H13OP

The molecule C11H13OP in a non-equilibrium geometry (ωB97M-V/def2-TZVPD, OMol25).

Last column: Löwdin charge in e.
Cartesian coordinates (Å):
C (-1.8010, -3.1392, -1.2913)  -0.140
C (-2.3028, -3.2376, -0.0383)  -0.109
C (-0.8077, -2.2784, -1.6583)  -0.031
C (-1.8093, -2.3901, 0.9547)  -0.043
C (-0.5924, -1.2512, -0.7677)  -0.179
C (-1.0911, -1.3179, 0.5576)  -0.219
C (0.2301, -0.0963, -0.8440)  -0.049
C (0.3098, 0.5922, 0.2619)  -0.290
C (-0.5444, -0.2045, 1.3546)  -0.085
C (2.8161, 1.6714, 0.3586)  -0.163
C (0.6780, 3.4104, -0.4709)  -0.170
O (0.9297, 2.3685, 2.2293)  -0.346
P (1.0557, 2.0679, 0.7912)  0.565
H (-2.1006, -4.0074, -2.0049)  0.137
H (-3.1868, -3.9934, 0.0709)  0.141
H (-0.3996, -2.1220, -2.6587)  0.121
H (-2.0969, -2.5162, 2.0457)  0.139
H (0.6107, 0.2311, -1.7280)  0.093
H (-1.2754, 0.6481, 1.6462)  0.151
H (0.0570, -0.6398, 2.2932)  0.177
H (2.8290, 1.1958, -0.6305)  0.047
H (3.3562, 2.6080, 0.3002)  0.034
H (3.0173, 1.0814, 1.2884)  0.069
H (1.5089, 4.1904, -0.1939)  0.076
H (0.8874, 3.1572, -1.4928)  0.025
H (-0.2781, 3.9717, -0.3733)  0.049

Structure (SMILES): CP(C)(=O)C1=Cc2ccccc2C1
Multiplicity: 1
Relative energy (zero: lowest compared OMol25 entry of this formula, charge and spin) in kJ/mol: 0.0
Highest occupied orbital energy in eV: -8.67
Gap between HOMO and LUMO in eV: 9.12
Strongest force on any atom in Eh/bohr: 0.093

***

(3)
# C11H13OPS

The molecule C11H13OPS in a non-equilibrium geometry (ωB97M-V/def2-TZVPD, OMol25).

Last column: Löwdin charge in e.
Cartesian coordinates (Å):
C (-0.4523, -1.2448, -3.7114)  -0.112
C (0.3608, -2.1320, -2.9743)  -0.059
C (-0.3655, 0.1013, -3.4477)  -0.122
C (1.1927, -1.5693, -1.9034)  -0.066
C (0.3501, 0.6503, -2.4295)  -0.148
C (1.1039, -0.1463, -1.6379)  -0.394
C (0.2322, 1.6506, 1.2034)  -0.418
C (1.0977, 1.8661, 0.2160)  -0.231
C (0.4303, 0.2693, 1.8164)  -0.611
C (-0.8045, -0.6214, 1.4706)  0.005
C (0.9227, 0.3328, 3.2412)  -0.028
O (1.5555, -0.3804, 1.1058)  -0.408
P (2.2315, 0.3265, -0.2391)  1.036
S (-1.2052, 2.8474, 2.1416)  0.647
H (-0.7005, -1.6169, -4.7148)  0.108
H (0.1482, -3.2246, -3.1328)  0.110
H (-0.9477, 0.9181, -3.9994)  0.131
H (1.8418, -2.0997, -1.2420)  0.069
H (0.1250, 1.6948, -2.2481)  0.099
H (-1.8979, 1.7195, 2.4705)  -0.178
H (1.3079, 2.8318, -0.4409)  0.108
H (-0.9238, -0.4653, 0.4237)  0.072
H (-1.5844, -0.3794, 2.0229)  0.005
H (-0.3763, -1.7101, 1.6394)  0.141
H (1.7374, 0.9231, 3.2838)  0.044
H (1.2732, -0.7239, 3.5568)  0.129
H (0.1936, 0.7216, 3.9292)  0.072

Structure (SMILES): CC1(C)OP(c2ccccc2)C=C1S
Multiplicity: 1
Relative energy (zero: lowest compared OMol25 entry of this formula, charge and spin) in kJ/mol: 132.9
Highest occupied orbital energy in eV: -8.89
Gap between HOMO and LUMO in eV: 9.08
Strongest force on any atom in Eh/bohr: 0.133

***

(4)
# C11H13P

A structure of composition C11H13P in a non-equilibrium geometry (ωB97M-V/def2-TZVPD, OMol25).

Last column: Löwdin charge in e.
Cartesian coordinates (Å):
C (2.0614, -2.0209, 0.1286)  -0.224
C (0.9494, -1.2539, 0.2225)  -0.247
C (1.1687, 0.2177, 0.2492)  -0.273
C (-0.4761, -1.4500, 0.1073)  -0.221
C (-0.0356, 0.9391, 0.0317)  -0.146
C (-1.0456, -0.1715, -0.0662)  -0.133
C (2.4715, 0.5391, 0.0875)  -0.277
C (3.5116, 2.1076, -0.2719)  0.139
C (-1.1100, -2.7667, 0.1650)  -0.049
C (-0.2810, 2.3785, 0.0274)  -0.044
C (-2.5681, -0.0619, -0.3282)  -0.047
P (3.5487, -0.9549, 0.2533)  0.897
H (2.1803, -2.9949, -0.1294)  0.021
H (4.5145, 1.9620, -0.1838)  -0.049
H (3.0699, 3.0340, -0.1019)  -0.035
H (-1.8548, -2.7664, -0.6618)  0.085
H (-1.6570, -3.0082, 1.1203)  0.102
H (-0.3285, -3.5598, 0.0569)  0.088
H (0.5388, 2.8304, 0.6113)  0.088
H (-1.3293, 2.6678, 0.3268)  0.103
H (-0.1231, 2.7631, -0.9253)  0.059
H (-3.1550, -0.4819, 0.5272)  0.090
H (-2.8648, -0.7349, -1.1673)  0.071
H (-2.8245, 0.9554, -0.7575)  0.084
H (4.2077, -0.8231, -0.9500)  -0.082

Multiplicity: 1
Relative energy (zero: lowest compared OMol25 entry of this formula, charge and spin) in kJ/mol: 402.4
Highest occupied orbital energy (spin up / spin down) in eV: -8.10 / -6.80
Gap between HOMO and LUMO (spin up / spin down) in eV: 7.66 / 6.51
Strongest force on any atom in Eh/bohr: 0.142

***

(5)
# C11H13P

The molecule C11H13P in a non-equilibrium geometry (ωB97M-V/def2-TZVPD, OMol25).

Last column: Löwdin charge in e.
Cartesian coordinates (Å):
C (-1.0668, 1.4485, 0.1429)  -0.018
C (0.4192, 0.3260, 1.6101)  -0.039
C (0.1339, -0.4595, -0.6325)  -0.156
C (-0.5124, 1.3617, 1.4624)  -0.197
C (-0.6613, 0.6271, -0.8856)  -0.249
C (0.7320, -0.5509, 0.6046)  -0.254
C (0.7116, -1.4166, -1.7553)  -0.455
C (1.6361, -2.7436, -2.0527)  -0.339
C (-0.9977, 2.2859, 2.6493)  -0.026
C (-1.4249, 0.8356, -2.1484)  -0.048
C (1.5082, -1.7739, 1.0363)  -0.040
P (0.0245, -3.0141, -2.4551)  0.924
H (-1.7139, 2.2737, -0.0799)  0.106
H (0.9586, 0.2112, 2.6043)  0.133
H (0.9844, -0.7122, -2.4690)  0.040
H (2.6242, -2.9199, -1.8156)  -0.001
H (-2.0145, 2.1357, 2.9274)  0.059
H (-0.3828, 2.5472, 3.4364)  0.039
H (-1.1218, 3.2153, 2.0340)  0.080
H (-1.5880, -0.0759, -2.7056)  0.067
H (-2.4313, 1.2909, -2.0692)  0.096
H (-0.8333, 1.3824, -2.7991)  0.058
H (2.0873, -1.6565, 1.9829)  0.094
H (0.7172, -2.5163, 1.0606)  0.093
H (2.2114, -2.1018, 0.3170)  0.033

Structure (SMILES): Cc1cc(C)c([C@H]2C=P2)c(C)c1
Multiplicity: 1
Relative energy (zero: lowest compared OMol25 entry of this formula, charge and spin) in kJ/mol: 178.6
Highest occupied orbital energy in eV: -8.37
Gap between HOMO and LUMO in eV: 8.33
Strongest force on any atom in Eh/bohr: 0.114

***

(6)
# C11H14AlN2OP

A structure of composition C11H14AlN2OP in a non-equilibrium geometry (ωB97M-V/def2-TZVPD, OMol25).

Last column: Löwdin charge in e.
Cartesian coordinates (Å):
C (-0.8304, -0.7254, -1.6414)  -0.253
C (-0.7954, 0.1237, -2.7153)  -0.281
C (-0.3788, 1.4845, -2.7221)  -0.216
C (0.4584, 2.1530, -1.7918)  -0.286
C (1.0617, 1.5947, -0.7032)  -0.183
Al (-0.0655, 0.1673, -0.1670)  0.077
P (0.5120, -2.0244, 0.6365)  0.824
H (-1.2166, -1.7391, -1.7591)  0.002
H (-1.1491, -0.2426, -3.6916)  0.089
H (-0.6965, 2.0668, -3.5941)  0.073
H (1.8481, 2.1495, -0.1769)  0.011
H (0.6443, 3.2070, -2.0380)  0.091
H (1.7298, -2.1239, 1.3815)  -0.090
H (0.5469, -3.1321, -0.2600)  -0.060
H (-0.4975, -2.4136, 1.5727)  -0.081
N (-0.4470, 1.9476, 6.5540)  0.171
C (-1.5145, 1.6900, 5.7354)  -0.471
O (-2.6701, 1.8101, 6.1279)  0.071
C (-1.1634, 1.3068, 4.3312)  -0.102
C (0.1404, 1.2686, 3.8253)  0.016
C (0.3551, 0.9640, 2.4872)  -0.080
N (-0.6817, 0.6542, 1.6515)  -0.011
C (-1.9571, 0.6783, 2.1344)  -0.038
C (-2.2103, 0.9926, 3.4580)  0.030
H (-0.6276, 2.1161, 7.5287)  0.116
H (0.4863, 1.6439, 6.3363)  0.086
H (1.0277, 1.4934, 4.4235)  0.117
H (1.3574, 0.9778, 2.0531)  0.118
H (-2.7690, 0.4610, 1.4470)  0.131
H (-3.2338, 1.0150, 3.8156)  0.129

Multiplicity: 1
Relative energy (zero: lowest compared OMol25 entry of this formula, charge and spin) in kJ/mol: 0.0
Highest occupied orbital energy in eV: -5.12
Gap between HOMO and LUMO in eV: 3.67
Strongest force on any atom in Eh/bohr: 0.037

***

(7)
# C11H14BF4N4O6Sr

A structure of composition C11H14BF4N4O6Sr (ωB97M-V/def2-TZVPD, OMol25).

Last column: Löwdin charge in e.
Cartesian coordinates (Å):
Sr (-0.0124, 0.0796, 0.4873)  1.689
O (1.9857, -1.5927, 0.4698)  -0.084
C (2.7347, -0.7303, -0.0065)  -0.572
C (4.2441, -0.7179, 0.1752)  -0.094
C (4.6394, 0.6152, -0.4405)  -0.099
C (3.3246, 1.1508, -1.0267)  -0.521
O (3.2527, 2.1827, -1.6682)  0.023
N (2.2800, 0.3207, -0.7170)  0.033
H (4.6623, -1.5800, -0.3475)  0.115
H (4.4833, -0.8306, 1.2317)  0.118
H (5.3898, 0.5516, -1.2279)  0.109
H (4.9978, 1.3378, 0.2935)  0.115
F (-1.0973, 1.0344, 4.3585)  0.110
B (0.0133, 0.1991, 4.2863)  -1.226
F (0.4246, 0.1512, 2.8749)  -0.083
F (-0.3040, -1.0972, 4.6673)  0.116
F (1.0827, 0.7018, 5.0116)  0.117
N (-1.2598, 5.0656, -1.5765)  0.015
C (-0.6427, 4.6511, -0.3185)  -0.146
C (-0.2574, 3.1878, -0.3648)  -0.556
O (-0.5184, 2.5496, -1.4866)  0.101
O (0.2553, 2.6233, 0.5765)  -0.014
H (-2.2355, 5.2969, -1.4579)  0.081
H (-0.9623, 3.1984, -2.0746)  0.107
H (-0.7800, 5.8377, -2.0135)  0.078
H (-1.3326, 4.7361, 0.5210)  0.129
H (0.2532, 5.2202, -0.0732)  0.131
C (-5.8819, 2.1414, -0.1038)  -0.039
N (-4.8585, 1.1163, -0.0618)  -0.065
C (-5.1724, -0.2112, -0.1157)  -0.071
C (-4.2248, -1.1618, -0.1230)  0.003
C (-2.8364, -0.7360, -0.0536)  -0.547
O (-1.8906, -1.5565, -0.0691)  -0.133
N (-2.5629, 0.5861, 0.0316)  0.076
C (-3.5164, 1.5353, -0.0207)  -0.512
O (-3.2878, 2.7459, -0.0658)  0.017
H (-6.8537, 1.6756, 0.0513)  0.081
H (-5.8753, 2.6608, -1.0637)  0.089
H (-5.6971, 2.8758, 0.6771)  0.089
H (-6.2313, -0.4355, -0.1506)  0.118
H (-4.4644, -2.2122, -0.1601)  0.104

Charge: -1
Multiplicity: 1
Relative energy (zero: lowest compared OMol25 entry of this formula, charge and spin) in kJ/mol: 0.0
Highest occupied orbital energy in eV: -6.39
Gap between HOMO and LUMO in eV: 8.87
Strongest force on any atom in Eh/bohr: 0.008

***

(8)
# C11H14BN7PbSe

A structure of composition C11H14BN7PbSe in a non-equilibrium geometry (ωB97M-V/def2-TZVPD, OMol25).

Last column: Löwdin charge in e.
Cartesian coordinates (Å):
H (-3.4655, -1.9352, 0.6152)  0.066
N (-2.0898, -0.5480, -0.2616)  -0.197
B (-0.2013, 0.4640, -1.7827)  -0.499
N (-1.2503, -0.6051, -1.3390)  -0.010
C (-1.5481, -1.7170, -2.0489)  -0.029
Pb (-3.0940, 1.1178, 0.7953)  1.171
H (-1.0714, -1.9202, -2.9797)  0.130
C (-2.5197, -2.4274, -1.3431)  -0.045
H (-2.9631, -3.3589, -1.6513)  0.103
C (-2.8106, -1.7026, -0.2143)  -0.177
H (-0.2828, 0.6632, -2.9199)  0.100
C (1.5048, -0.7018, 3.2526)  -0.056
H (1.9590, -0.5038, 4.2335)  0.026
H (1.3874, 0.1988, 2.6709)  0.008
H (2.0206, -1.4829, 2.6940)  0.012
N (1.1823, -0.2151, -1.4619)  -0.071
N (-0.1750, 1.8131, -0.9887)  -0.015
N (1.2569, -1.1825, -0.4669)  0.074
N (-0.8725, 2.0928, 0.1758)  -0.113
C (2.4025, 0.0274, -2.0241)  -0.099
C (0.4678, 2.9263, -1.4071)  -0.065
H (2.5010, 0.7475, -2.8302)  0.107
H (1.0155, 2.9266, -2.3543)  0.132
C (3.3096, -0.8630, -1.4254)  -0.088
C (0.2183, 3.9401, -0.4964)  -0.067
C (2.5527, -1.5737, -0.4658)  -0.168
C (-0.5441, 3.3683, 0.5133)  -0.161
H (4.3623, -0.9503, -1.6515)  0.079
H (0.5861, 4.9518, -0.5677)  0.098
H (2.9042, -2.3540, 0.2049)  0.094
H (-0.9590, 3.8567, 1.3962)  0.111
H (0.5732, -1.1309, 3.5026)  -0.103
Se (-3.5064, -0.6305, 3.2624)  0.478
C (-1.9253, -1.3540, 3.5526)  -0.873
N (-0.9254, -1.9375, 3.8108)  0.048

Multiplicity: 1
Relative energy (zero: lowest compared OMol25 entry of this formula, charge and spin) in kJ/mol: 0.0
Highest occupied orbital energy in eV: -8.55
Gap between HOMO and LUMO in eV: 7.22
Strongest force on any atom in Eh/bohr: 0.098